The following is a quantum chemistry calculation of one molecule with the formula C7H10, from OMol25.

XYZ file:
```
17
Properties=species:S:1:pos:R:3:forces:R:3
C -0.908 0.155 -1.800 -0.067 -0.027 0.114
C -1.708 -0.183 -0.785 0.101 0.033 -0.130
C -1.610 0.238 0.623 0.083 0.090 0.086
C -0.596 0.799 1.302 -0.104 -0.098 -0.060
C 0.792 1.084 0.894 0.122 -0.113 -0.066
C 1.685 0.220 0.398 -0.087 0.122 0.038
C 1.445 -1.220 0.074 -0.052 -0.027 0.032
H -0.035 0.786 -1.661 -0.141 -0.084 -0.009
H -1.120 -0.186 -2.809 0.010 0.029 0.164
H -2.577 -0.803 -1.006 0.137 0.081 0.022
H -2.534 0.099 1.185 0.130 0.043 -0.081
H -0.824 1.114 2.322 0.016 -0.045 -0.142
H 1.137 2.094 1.119 -0.038 -0.148 -0.019
H 2.692 0.592 0.209 -0.151 -0.027 0.031
H 1.417 -1.372 -1.014 0.007 0.027 0.142
H 2.252 -1.847 0.471 -0.100 0.101 -0.073
H 0.491 -1.570 0.477 0.134 0.041 -0.050
```
Forces are in eV/Å.

The energy above the lowest of the compared OMol25 structures with the same formula, charge and spin comes out at 39.3 kcal/mol. The calculation puts the LUMO energy at 0.733 eV. The calculation puts the gap between HOMO and LUMO at 9.21 eV. Its net charge is 0.

These are the Mulliken partial charges, in e, on atoms 1 to 2:
1. C -0.850
2. C -0.024